2 unconnected molecules or ions with the total composition C26H27O2Si in a non-equilibrium geometry, computed with wB97M-V/def2-TZVPD.

Structure (XYZ):
```
56
Properties=species:S:1:pos:R:3:forces:R:3
C 1.887144 2.453236 -1.782609 -0.3 -0.1 -0.1
Si 0.200037 3.119481 -2.222416 0.2 0.9 -0.4
C -0.428229 4.203146 -0.839052 0.1 -0.2 -0.2
C 0.335232 4.135475 -3.784196 -0.1 -0.3 0.4
C -0.987405 1.710604 -2.479899 -0.3 0.1 -0.4
C -0.825258 0.584076 -1.801454 -0.6 -0.3 -0.2
O -2.007040 1.949249 -3.397697 -0.4 -0.8 0.2
C -2.960731 0.912873 -3.585140 0.1 -0.3 0.2
C -4.102558 0.842886 -2.787728 0.8 0.7 0.0
C -4.986920 -0.202875 -2.919077 -0.2 -0.2 -0.1
C -4.753524 -1.194374 -3.852856 -0.1 -0.2 0.0
C -3.636253 -1.130273 -4.663445 -0.3 -0.2 0.0
C -2.750122 -0.085671 -4.535314 0.6 0.9 0.3
H 2.577307 3.278634 -1.637108 0.1 0.1 0.1
H 1.835127 1.871113 -0.867887 0.2 -0.2 0.2
H 2.251382 1.820265 -2.586384 0.1 -0.1 0.0
H 0.270541 5.017552 -0.671725 0.0 0.2 0.1
H -1.397545 4.615631 -1.103153 -0.2 0.1 0.1
H -0.526045 3.623735 0.074288 -0.1 0.0 0.3
H 1.034824 4.950602 -3.622195 0.1 0.2 -0.1
H 0.692647 3.519251 -4.603786 0.0 0.0 -0.2
H -0.634118 4.546809 -4.049149 -0.1 0.1 -0.1
H -1.503511 -0.232096 -1.941730 -0.3 -0.5 0.1
H -0.030473 0.451180 -1.095628 0.4 0.1 0.1
H -4.270003 1.616381 -2.060744 0.0 0.2 0.2
H -5.861156 -0.253663 -2.290038 -0.1 0.1 0.1
H -5.439583 -2.021539 -3.944384 -0.1 -0.1 0.0
H -3.457821 -1.903780 -5.393075 0.1 -0.1 -0.1
H -1.874587 -0.028107 -5.155732 0.3 0.0 -0.2
C 4.755605 -4.981824 2.168320 0.0 0.0 0.0
C 4.835816 -3.920964 1.281885 0.1 0.1 -0.1
C 3.947592 -2.872589 1.368623 -0.4 0.4 0.0
C 2.950504 -2.866255 2.355711 -0.1 -0.5 0.5
C 1.970412 -1.813125 2.529777 -0.8 -0.1 0.9
O 1.072450 -1.998401 3.562798 0.8 1.2 -1.7
C 0.107182 -1.037555 3.795242 -0.2 0.4 -0.1
C 0.018679 0.128264 2.998437 0.3 -0.5 0.1
C -0.983677 1.071057 3.280272 -0.2 -0.1 0.3
C -1.865987 0.865659 4.316099 0.1 0.5 -0.5
C -1.773968 -0.279919 5.095811 0.3 -0.3 -0.1
C -0.801177 -1.218873 4.838672 0.6 -0.7 -0.1
C 0.954342 0.283006 1.953866 -0.1 -0.2 0.3
C 1.907732 -0.671468 1.728043 -0.2 0.0 0.2
C 2.892750 -3.950281 3.238026 -0.3 0.2 0.2
C 3.780307 -4.994344 3.148686 0.0 -0.2 0.1
H 5.452272 -5.800235 2.097012 0.1 -0.1 0.0
H 5.600067 -3.921110 0.521116 0.0 0.1 -0.1
H 4.018135 -2.053853 0.675742 0.1 0.1 -0.2
H -1.050612 1.957086 2.673125 0.0 0.2 -0.2
H -2.631989 1.593784 4.526227 -0.1 0.1 0.0
H -2.465880 -0.437918 5.906623 -0.1 -0.1 0.1
H -0.713518 -2.113494 5.430650 -0.1 -0.2 0.2
H 0.910254 1.167305 1.342548 0.0 0.2 -0.2
H 2.618988 -0.544103 0.932116 0.1 -0.1 -0.1
H 2.126618 -3.940541 3.993665 0.0 -0.2 0.2
H 3.715760 -5.819126 3.840228 0.0 -0.1 0.1
```
Forces are in eV/Å.

Properties
total charge: +1
orbital gap: 0.2109 Eh
E: -1446.68008 a.u.
LUMO: -5.25 eV
ΔE to the lowest compared entry with this formula, charge and spin: 0.0697 eV

Atomic partial charges in e from the Mulliken method, atoms 1 to 5: -0.609 -0.001 -0.651 -1.008 0.869


A molecular structure, C26H28CeN2S2Si in a non-equilibrium geometry, computed with wB97M-V/def2-TZVPD.

Structure (XYZ):
```
60
Properties=species:S:1:pos:R:3:forces:R:3
C 0.930991 1.019272 1.402743 0.4 1.5 -0.7
C 0.217257 1.409344 0.210723 0.5 0.6 0.8
C -0.921733 2.148882 0.601836 0.8 0.6 0.2
H 0.529386 1.175825 -0.804603 -0.2 0.0 0.3
C -0.871168 2.311004 2.023488 1.2 1.0 0.1
C 0.306228 1.652754 2.510836 0.2 1.0 -0.4
H 0.630538 1.551790 3.549951 -0.2 0.1 -0.5
H 1.864591 0.455675 1.404848 -0.3 0.2 0.1
H -1.713493 2.511852 -0.051545 0.3 0.0 0.1
H -1.573876 2.885609 2.622892 0.2 -0.2 -0.2
Ce -1.290688 -0.107085 1.731579 -2.0 -2.7 2.8
C -1.697554 -0.864568 -0.310325 -1.6 -1.4 -0.2
H -0.827430 -0.110731 -0.372182 -1.4 -1.9 -1.6
H -1.518848 -1.992334 -0.263275 0.3 1.5 -0.1
H -2.635403 -0.714295 -0.854727 0.8 0.2 -0.5
Si -0.319032 -0.970740 -3.112251 1.8 1.2 1.6
C 1.529673 -0.764802 -3.401230 -0.5 1.4 -0.3
C 2.166397 0.435069 -3.055635 0.0 -0.5 -0.2
H 1.599345 1.262636 -2.660176 -0.2 0.2 0.1
C 3.523224 0.601973 -3.266043 0.0 0.6 -0.2
H 4.035196 1.490177 -2.936563 0.0 0.4 -0.1
C 4.222197 -0.360413 -3.955807 -0.8 -1.0 0.8
H 5.230674 -0.221409 -4.258423 0.7 0.1 -0.1
C 3.612695 -1.605291 -4.098712 0.5 -0.5 -0.7
H 4.204633 -2.402053 -4.492498 0.4 -0.5 -0.3
C 2.281156 -1.849819 -3.829924 -0.3 0.9 0.4
H 1.759386 -2.802587 -3.905465 0.6 -0.1 -0.4
C -1.311209 0.627079 -3.484719 0.8 -0.3 0.5
C -0.869011 1.204729 -4.684236 -0.2 0.2 -0.1
H -0.021857 0.754240 -5.215425 -0.6 0.0 -0.1
C -1.423498 2.394922 -5.159848 0.3 0.3 -0.3
H -1.142379 2.755823 -6.164991 -0.1 -0.1 0.7
C -2.254174 3.159375 -4.327682 1.0 -0.8 -0.2
H -2.497331 4.182164 -4.599689 -0.3 -0.3 0.0
C -2.592927 2.617471 -3.093173 -0.2 0.2 -0.4
H -3.167626 3.237637 -2.447779 -0.6 0.2 0.6
C -2.223354 1.338243 -2.695806 0.2 0.0 -0.4
H -2.627291 0.921398 -1.776690 0.2 0.2 -0.2
H 0.177385 -1.317624 -1.661716 -1.4 -0.4 -1.4
H -0.610301 -1.869203 -4.171092 -0.7 -1.4 -0.3
C -1.717167 2.096502 5.292493 -0.1 0.0 0.3
C -1.360944 0.665178 5.397467 0.2 -1.9 0.5
N -1.201693 -0.211648 4.422345 0.1 0.0 1.1
C -0.798510 -1.472459 4.901398 -0.8 2.0 1.6
C -0.759941 -1.540723 6.281066 0.1 0.0 -1.4
S -1.099791 -0.042567 6.993028 -0.3 0.4 -1.0
C -0.274419 -2.439158 3.988606 1.1 -1.9 -1.9
C 0.242921 -3.660436 4.331868 -0.1 0.6 -0.7
S 1.123730 -4.337642 3.008960 -0.3 0.1 0.3
C 0.747500 -2.998820 2.003748 -1.0 0.8 1.7
N -0.037217 -2.125210 2.631496 0.8 -0.1 0.6
C 1.390345 -2.755727 0.690265 0.1 -0.5 -0.4
H -2.065949 2.407843 6.284671 0.0 0.2 -0.4
H -0.816883 2.669558 5.040665 -0.3 0.1 -0.1
H -2.509472 2.246458 4.553588 0.2 0.1 0.2
H -0.484772 -2.399070 6.850086 0.2 -0.3 0.4
H 0.162915 -4.115242 5.300435 0.2 -0.3 0.0
H 2.277272 -3.389633 0.677116 0.1 0.1 -0.4
H 0.761126 -3.035300 -0.165569 0.1 0.1 0.2
H 1.710202 -1.713876 0.569625 -0.2 -0.2 0.1
```
Forces are in eV/Å.

Properties
total charge: +1
orbital gap (spin up / spin down): 0.2453 / 0.2445 Eh
E: -2677.71362 a.u.
LUMO (spin up / spin down): -3.05 / -3.05 eV
2S+1: 2

Atomic partial charges in e from the Mulliken method, atoms 1 to 5: -1.114 -0.008 -1.230 0.346 -0.258


A molecular structure, C26H28Cl2MoN6O4Si in a non-equilibrium geometry, computed with wB97M-V/def2-TZVPD.

Structure (XYZ):
```
68
Properties=species:S:1:pos:R:3:forces:R:3
Mo 0.309437 1.788194 -1.042331 -0.2 1.0 1.6
N 3.112834 1.259096 -1.363064 -0.1 -0.1 0.0
N 3.792425 2.465183 -1.177584 0.1 0.1 -0.1
C 3.072024 3.587841 -1.186668 -0.1 0.0 0.2
N 3.630421 4.776708 -1.174662 -0.2 0.0 -0.1
N 1.738755 3.352239 -1.182693 0.0 0.5 -0.2
N 0.804272 4.295747 -1.419632 0.2 0.7 -0.5
O -0.291722 3.709439 -1.625972 -0.4 1.4 -0.4
O 0.973998 5.473439 -1.460479 0.1 -0.1 0.1
H 3.350498 0.604031 -0.622889 0.0 0.0 0.1
H 3.359378 0.853223 -2.260587 0.0 0.0 -0.1
H 4.801699 2.502619 -1.215484 0.0 0.0 0.0
H 4.631499 4.897001 -1.221402 0.0 0.0 0.0
H 3.039553 5.594959 -1.180577 0.0 0.1 0.1
Cl -0.353087 3.003549 3.717843 0.0 0.1 0.1
C -1.551013 2.497811 2.607464 0.2 0.0 -0.6
C -2.861979 2.229654 3.041198 -0.3 -0.1 0.1
C -3.844498 1.843105 2.166839 0.3 0.1 0.2
Cl -5.435796 1.558298 2.734742 -0.1 0.0 0.0
C -3.547340 1.670065 0.791388 0.1 -0.1 -0.2
C -4.462917 1.331418 -0.219819 0.1 -0.1 0.0
C -4.033484 1.224811 -1.524391 -0.2 -0.1 0.1
C -2.680486 1.346251 -1.816577 0.2 0.0 0.0
N -1.785569 1.641487 -0.879906 -0.3 0.1 -0.3
C -2.213719 1.879650 0.394455 0.1 0.1 0.4
C -1.222450 2.360455 1.273954 -0.6 -0.2 0.3
O -0.039240 2.662128 0.731784 0.9 -0.6 -0.7
H -3.094993 2.351726 4.090429 0.0 0.0 0.0
H -5.498373 1.158723 0.042393 0.0 0.1 -0.1
H -4.731232 1.026019 -2.324639 0.0 -0.1 0.0
H -2.310719 1.198699 -2.824036 0.0 0.0 0.0
C 0.418445 -2.429808 -3.041431 0.0 0.0 0.1
C 1.090850 -2.688435 -1.681876 -0.1 0.3 0.0
C 0.845838 -4.143351 -1.261568 0.0 0.1 0.1
C 2.601840 -2.444818 -1.825855 -0.2 0.0 0.1
Si 0.406583 -1.495915 -0.373586 -0.2 -0.5 0.6
O 0.459559 0.072169 -1.118071 0.3 -2.4 -0.5
C -1.378168 -1.717728 0.167018 0.4 0.0 -0.1
C -1.699752 -1.672055 1.528881 0.2 0.0 0.0
C -2.971592 -2.003973 1.970303 0.0 0.0 0.1
C -3.945227 -2.387028 1.059004 0.0 0.1 0.0
C -3.654784 -2.402345 -0.298584 -0.1 0.0 -0.1
C -2.384538 -2.065263 -0.739943 0.0 -0.1 -0.1
C 1.522086 -1.262019 1.134191 -0.1 0.0 -0.3
C 1.856508 -2.364479 1.927669 -0.1 0.0 -0.1
C 2.654439 -2.222766 3.052610 0.0 -0.1 0.0
C 3.138702 -0.973921 3.410019 0.0 0.1 0.0
C 2.823210 0.136412 2.640654 0.0 0.0 0.1
C 2.021653 -0.014942 1.520089 0.0 -0.2 -0.1
H 0.945003 -2.989596 -3.817438 0.0 0.0 0.0
H 0.443917 -1.371539 -3.315156 0.0 0.0 -0.1
H -0.616891 -2.771999 -3.045557 0.0 0.0 -0.1
H 1.174233 -4.812924 -2.059666 0.0 0.0 0.0
H -0.211669 -4.339275 -1.074163 0.0 0.0 0.0
H 1.410404 -4.401186 -0.362986 0.0 -0.1 0.0
H 3.020467 -3.172044 -2.524322 0.0 0.0 -0.1
H 3.123482 -2.558285 -0.873425 0.0 0.0 0.0
H 2.799561 -1.444107 -2.225874 0.1 0.0 0.0
H -0.935723 -1.404729 2.251338 0.0 0.0 0.0
H -3.194193 -1.992956 3.029846 0.0 0.0 0.0
H -4.926362 -2.684297 1.407120 0.0 0.0 0.0
H -4.413757 -2.699360 -1.011667 0.0 0.0 0.0
H -2.165429 -2.105556 -1.801413 -0.1 0.0 0.0
H 1.477851 -3.346649 1.666978 0.0 0.0 0.1
H 2.896918 -3.088120 3.654805 0.0 0.0 0.0
H 3.752634 -0.858916 4.293225 0.0 0.0 0.0
H 3.191650 1.114178 2.924734 0.0 0.0 0.0
H 1.764105 0.864031 0.944991 0.0 0.2 0.1
```
Forces are in eV/Å.

Properties
total charge: +2
orbital gap (spin up / spin down): 0.2321 / 0.2269 Eh
E: -2914.61449 a.u.
LUMO (spin up / spin down): -7.04 / -7.31 eV
2S+1: 3

Atomic partial charges in e from the Mulliken method, atoms 1 to 5: 0.857 -0.212 -0.354 0.747 -0.318


Question: Among the records above, which one has the highest total charge?
Answer: C26H28Cl2MoN6O4Si